Computed, not measured: the ion C5H12N with charge +1 at a distorted geometry, with the ωB97M-V functional and the def2-TZVPD basis.

Positions of all 18 atoms, in Å:
C  -1.845  0.171  0.136
C  -0.700  1.139  0.449
C  0.688  0.504  0.412
C  1.148  0.040  -0.746
C  2.547  -0.290  -1.188
N  -1.522  -1.168  0.768
H  -2.737  0.447  0.686
H  -2.152  -0.012  -0.889
H  -0.784  2.024  -0.170
H  -0.913  1.515  1.458
H  1.122  0.390  1.394
H  0.466  0.004  -1.599
H  3.269  0.383  -0.733
H  2.822  -1.309  -0.926
H  2.627  -0.155  -2.259
H  -0.611  -1.462  0.397
H  -1.404  -1.129  1.788
H  -2.221  -1.896  0.619

Values from the calculation:
Total energy in eV: -6862.261
Relative energy (zero: lowest compared OMol25 entry of this formula, charge and spin) in kJ/mol: 125.19
Total charge: +1
SMILES: C/C=C/CC[NH3+]
LUMO level in hartree: -0.1316
Gap between HOMO and LUMO in eV: 9.970

---

Computed, not measured: a cluster of 2 separate species, C5H12N in total at a distorted geometry, with the ωB97M-V functional and the def2-TZVPD basis.

Positions of all 18 atoms, in Å:
C  0.616  -4.250  -0.292
C  -0.023  -0.237  -0.098
N  -0.114  -1.172  -0.983
C  0.382  3.251  0.467
C  -0.432  2.063  0.984
C  -0.671  1.026  -0.054
H  1.254  -4.865  -0.930
H  0.029  -3.598  -0.931
H  0.093  -4.889  0.408
H  1.296  -3.555  0.217
H  -0.163  3.949  -0.165
H  0.641  -0.460  0.739
H  1.212  2.892  -0.148
H  0.903  3.771  1.272
H  0.201  1.524  1.717
H  -1.387  2.243  1.491
H  -0.615  -0.777  -1.797
H  -1.601  1.135  -0.620

Values from the calculation:
Total energy in eV: -6859.019
Relative energy (zero: lowest compared OMol25 entry of this formula, charge and spin) in kJ/mol: 437.99
Total charge: +1
LUMO level in hartree: -0.3073
Gap between HOMO and LUMO in eV: 7.157